Arrangement w

26
Properties=species:S:1:pos:R:3:nbo_charge:R:1 method="wB97M-V/def2-TZVPD" e_lumo_ev=2.876 charge=-1 homo_energy_ev=-6.31
H -0.887 0.776 1.492 -0.022
H 2.780 2.116 -1.084 0.474
H -0.203 1.530 -0.159 -0.084
H 1.277 1.398 -1.163 0.519
O -0.162 -3.384 1.333 -0.925
H 1.498 -0.060 -2.375 0.494
O -2.657 -0.502 -1.571 -0.983
H 2.764 -1.972 0.005 0.446
H -0.005 -2.531 0.895 0.480
O -1.447 4.045 1.193 -0.919
B 0.023 0.703 0.708 -0.786
H -1.127 4.637 0.504 0.444
H -0.999 3.378 0.797 0.474
O -2.664 -1.484 2.776 -0.954
H -3.367 -0.270 -1.062 0.467
H 2.315 -0.564 0.095 0.500
O 2.299 1.504 -1.572 -1.011
H -1.756 -0.088 -1.352 0.516
H 0.104 -3.861 0.436 0.445
H -2.870 -2.070 2.062 0.463
O 3.202 -1.043 -0.086 -0.949
H 0.880 1.025 1.419 -0.005
H 1.741 -1.535 -2.729 0.454
H 0.072 -0.328 0.189 -0.071
O 1.541 -0.737 -3.084 -0.954
H -2.341 -0.690 2.321 0.488

Arrangement x

26
Properties=species:S:1:pos:R:3:nbo_charge:R:1 method="wB97M-V/def2-TZVPD" e_lumo_ev=2.900 charge=-1 homo_energy_ev=-5.72
H 0.685 -0.726 0.518 -0.040
H -0.780 0.196 0.031 -0.037
H -0.008 -3.308 -2.670 0.490
H 0.111 -0.855 -1.143 -0.048
O 0.327 -1.038 4.222 -0.953
H -1.936 2.887 1.523 0.484
H 3.674 0.085 -2.917 0.461
B -0.186 -0.692 -0.118 -0.844
H -0.817 -1.518 0.173 -0.028
H 2.957 -0.134 -1.602 0.492
O -2.249 3.563 2.124 -0.947
H -1.460 4.041 2.379 0.462
O -1.032 2.743 -3.363 -0.945
H -0.440 -1.457 4.613 0.460
H -0.796 1.942 -2.896 0.487
H 3.306 0.975 2.848 0.478
O 0.168 -4.189 -2.999 -0.955
H 0.153 -1.054 3.280 0.493
H 4.172 1.419 1.688 0.473
H -5.158 -1.582 -0.145 0.459
H 0.621 -4.628 -2.280 0.465
O -4.895 -0.661 -0.138 -0.947
O 4.122 1.432 2.644 -0.951
O 3.715 0.307 -1.987 -0.953
H -3.978 -0.677 0.137 0.487
H -0.276 2.928 -3.920 0.458

Least stable of them? arrangement w.

Arrangement w

56
Properties=species:S:1:pos:R:3:nbo_charge:R:1 method="wB97M-V/def2-TZVPD" smiles=CCOC(CNc1cc(C)nc2c(-c3ccccc3OC)c(C)nn12)OCC e_lumo_ev=0.836 charge=0 homo_energy_ev=-7.43
H 0.359 3.308 -3.416 0.222
H 2.025 2.690 1.915 0.198
N 0.244 -2.108 -0.925 -0.350
H -6.898 -1.645 0.766 0.212
H -1.651 1.623 -2.605 0.225
C 6.198 -0.285 0.687 -0.194
H 5.410 1.416 1.696 0.216
H 2.722 -3.420 0.803 0.229
H -0.310 1.376 0.927 0.220
H 3.645 2.928 1.215 0.178
C -1.176 1.753 1.465 -0.625
H 2.363 -4.177 -0.753 0.223
H -0.138 3.794 -1.795 0.217
C -6.120 -1.653 1.525 -0.635
C 1.336 -0.135 -1.107 0.351
H 1.110 -4.108 0.485 0.230
H -5.449 -2.486 1.329 0.205
H -4.140 -1.128 -2.060 0.216
H -1.875 -1.955 -1.586 0.413
C 5.930 -1.395 -0.090 -0.246
C -3.585 -0.600 -0.046 0.377
H 4.413 -2.500 -1.118 0.211
H -3.332 1.782 1.263 0.171
C -0.958 -0.233 -1.799 0.465
N 1.456 1.146 -1.448 -0.477
C 5.174 0.562 1.080 -0.324
H 7.210 -0.071 0.998 0.211
O -4.826 -0.024 0.225 -0.547
C 1.950 -3.569 0.052 -0.649
O 2.788 1.046 1.081 -0.506
C 3.865 0.307 0.694 0.397
C 0.412 1.739 -1.970 0.285
C 3.009 2.241 1.782 -0.248
H -2.448 1.799 -0.279 0.168
C -2.457 1.381 0.735 -0.068
C -5.364 -0.328 1.507 -0.068
C 1.488 -2.258 -0.474 0.209
H -4.562 -0.336 2.254 0.179
H -1.103 2.834 1.548 0.208
C -0.825 1.089 -2.166 -0.421
N -2.068 -1.023 -1.945 -0.594
H -6.576 -1.797 2.501 0.216
C 3.590 -0.809 -0.118 -0.117
H 1.578 3.501 -2.141 0.236
C -3.369 -0.524 -1.579 -0.247
H -1.176 1.316 2.460 0.214
H 6.728 -2.057 -0.391 0.211
H -3.482 0.507 -1.910 0.209
C 2.221 -1.061 -0.552 -0.156
H -3.556 -1.662 0.253 0.152
H 3.456 2.059 2.766 0.172
O -2.533 -0.038 0.690 -0.554
C 0.564 3.177 -2.355 -0.648
N 0.152 -0.836 -1.310 -0.184
C 4.629 -1.649 -0.490 -0.175
H -6.048 0.496 1.728 0.188

Arrangement x

56
Properties=species:S:1:pos:R:3:nbo_charge:R:1 method="wB97M-V/def2-TZVPD" smiles="CC(C)CCN1CCC(n2nccc2NC(=O)c2ccc3c(c2)OCO3)CC1" e_lumo_ev=0.601 charge=0 homo_energy_ev=-8.47
C 0.140 -3.963 -3.184 -0.208
H 2.550 -0.227 2.342 0.223
H -1.244 6.209 2.101 0.202
H -0.926 7.312 0.761 0.207
H 1.295 7.874 1.714 0.205
O 1.238 -2.637 -0.930 -0.607
H 2.275 2.204 1.962 0.206
C 1.429 6.845 2.039 -0.597
O -2.370 -4.848 -5.538 -0.484
C -0.817 6.285 1.104 -0.604
C -1.947 -4.417 -4.315 0.311
C 0.850 4.445 1.607 -0.401
C 0.737 -0.798 1.324 -0.071
C -2.694 -4.058 -3.218 -0.285
O -0.069 -4.765 -5.512 -0.470
N 0.563 -2.035 2.053 -0.148
H -1.215 -4.415 -7.190 0.161
H 0.253 4.270 2.504 0.208
H -1.144 0.032 1.953 0.213
C 1.564 0.189 2.137 -0.395
H 1.073 6.759 3.064 0.201
H 2.493 6.618 2.025 0.206
H -1.388 5.645 0.436 0.203
C -1.200 -5.065 -6.300 0.234
C -0.016 -4.060 2.702 -0.361
C -0.397 1.168 0.290 -0.215
H 1.066 0.373 3.088 0.225
H -1.226 -0.814 0.394 0.206
H 0.710 -3.618 4.763 0.207
C 0.453 3.409 0.555 -0.206
H -0.544 3.652 0.181 0.192
H 1.254 -1.027 0.385 0.247
C -2.000 -3.659 -2.079 -0.191
N 0.385 2.069 1.114 -0.444
N 0.879 -2.112 3.343 -0.268
H 1.899 4.307 1.873 0.197
H 1.215 -3.906 -3.158 0.251
H 1.062 5.975 0.114 0.190
C 0.021 -3.197 1.620 0.296
H 2.239 1.317 0.420 0.160
H 1.152 3.460 -0.300 0.162
H -2.572 -3.346 -1.218 0.216
C 0.542 -3.321 3.748 -0.049
C -0.611 -3.619 -2.051 -0.163
C -0.618 -0.155 1.016 -0.399
C 0.155 -3.179 -0.850 0.678
H -1.160 -6.118 -6.620 0.161
N -0.473 -3.440 0.336 -0.618
H -1.241 -4.095 0.312 0.413
H -1.366 1.635 0.089 0.201
H -3.770 -4.082 -3.245 0.231
H 0.095 0.969 -0.681 0.162
C 1.695 1.498 1.366 -0.223
C 0.657 5.889 1.130 -0.212
C -0.549 -4.365 -4.297 0.221
H -0.381 -5.066 2.719 0.222

Least stable of them? arrangement w.

Arrangement w

35
Properties=species:S:1:pos:R:3:nbo_charge:R:1 method="wB97M-V/def2-TZVPD" e_lumo_ev=3.159 charge=-1 homo_energy_ev=-5.83
H -0.008 0.954 2.749 0.491
H 1.698 -1.380 3.576 0.479
H -2.151 -1.711 -3.089 0.458
O 2.845 4.157 -0.334 -0.946
O 0.793 -1.278 3.897 -0.970
H 0.325 -1.273 3.049 0.488
O 0.212 -3.747 -2.131 -1.003
N -0.732 -0.941 0.261 -0.694
H 2.534 0.508 0.162 0.507
H -0.085 1.029 0.297 0.216
H -1.514 -3.074 -2.821 0.502
H 0.588 2.084 -2.074 0.355
N -0.388 1.904 -2.211 -0.842
H -1.586 0.192 -2.192 0.161
O 3.061 1.305 0.401 -0.994
H -1.227 -1.586 -0.341 0.380
H 2.735 3.839 0.576 0.472
H 3.236 1.062 1.317 0.470
H 0.068 -0.084 -1.932 0.188
O -0.648 1.172 3.434 -0.978
H -0.955 2.637 -1.801 0.352
H -2.780 1.558 -0.444 0.182
O -2.360 -2.596 -2.761 -0.972
H -0.607 0.543 4.154 0.486
H 0.364 -3.061 -1.444 0.510
C -0.902 0.453 -0.135 -0.075
O 1.355 -0.580 1.119 -0.859
C -2.307 0.932 0.320 -0.624
C -0.742 0.605 -1.659 -0.224
H -2.188 1.486 1.251 0.231
H -2.946 0.064 0.445 0.215
C 0.605 -1.403 0.527 0.876
H 0.387 -4.557 -1.644 0.473
H 2.471 3.376 -0.763 0.474
O 0.844 -2.591 0.244 -0.786

Arrangement x

35
Properties=species:S:1:pos:R:3:nbo_charge:R:1 method="wB97M-V/def2-TZVPD" e_lumo_ev=2.608 charge=-1 homo_energy_ev=-4.31
H 1.765 3.866 -1.842 0.129
H -0.457 -2.969 -1.709 0.488
H 0.999 1.137 -2.092 0.508
H -0.686 -0.280 -2.881 0.516
C -1.009 1.359 2.508 0.525
H 0.490 -3.810 -0.938 0.446
N -1.084 0.549 1.357 -0.634
H 3.388 -2.088 1.306 0.467
O 3.980 -2.253 0.563 -0.951
H -1.959 2.463 -0.874 0.184
O -1.285 -1.157 -2.606 -1.047
O 1.850 1.810 -1.320 -0.889
H -0.790 3.159 0.506 0.174
H 0.317 -2.173 2.032 0.497
O 0.340 -2.964 -1.136 -0.938
O -2.191 -2.767 1.468 -0.997
H -1.920 -2.757 0.591 0.470
H 0.049 -2.576 3.418 0.474
H 1.374 3.505 -0.074 0.114
H -0.863 0.189 -0.560 0.235
H 0.549 1.023 -0.005 0.225
H 1.244 -0.112 -3.254 0.457
H 3.468 -1.965 -0.216 0.484
C 1.383 3.112 -1.107 0.104
C -0.958 2.469 -0.333 -0.241
O 0.612 0.565 -3.064 -1.077
H -1.497 -3.261 2.060 0.498
O 0.165 -2.997 2.580 -0.942
H -1.716 -0.200 1.385 0.408
O -1.696 1.057 3.431 -0.621
C -0.702 0.993 0.136 -0.319
H -1.130 -1.678 -3.374 0.439
H -0.458 2.270 2.410 0.120
H -0.316 2.666 -2.182 0.342
N -0.107 3.116 -1.394 -0.649

Least stable of them? arrangement x.

Arrangement w

11
Properties=species:S:1:pos:R:3:nbo_charge:R:1 method="wB97M-V/def2-TZVPD" smiles="C=P(N)=NP" e_lumo_ev="-0.518 / -0.083" charge=0 homo_energy_ev="-8.32 / -7.88"
N 0.063 2.162 -0.143 -1.174
P 0.537 0.672 -0.803 1.084
H -2.038 0.325 -0.502 0.186
H 1.457 -2.558 -0.045 -0.083
H -0.873 2.113 0.225 0.382
H 0.538 3.023 0.013 0.409
H -1.059 -1.092 -1.320 0.184
P 1.384 -1.783 0.968 0.696
C -1.194 -0.149 -0.901 -0.561
N 0.691 -0.327 0.671 -1.090
H 0.494 -2.385 1.839 -0.031

Arrangement x

11
Properties=species:S:1:pos:R:3:nbo_charge:R:1 method="wB97M-V/def2-TZVPD" smiles="[H]/P=N/PNC" e_lumo_ev=-0.862 charge=0 homo_energy_ev=-8.25
C -1.494 -0.367 0.465 -0.439
H 1.441 -0.924 -1.760 -0.060
N 1.194 0.853 0.133 -1.138
P 1.073 -0.823 -0.409 0.827
N -0.791 -0.583 -0.836 -0.829
H -1.806 -1.367 0.722 0.177
P 2.608 1.523 0.509 0.805
H -1.090 -1.415 -1.202 0.341
H 2.039 2.771 0.903 -0.091
H -2.408 0.096 0.378 0.192
H -0.767 0.235 1.096 0.216

Least stable of them? arrangement w.

Arrangement w

22
Properties=species:S:1:pos:R:3:nbo_charge:R:1 method="wB97M-V/def2-TZVPD" e_lumo_ev="-4.375 / -4.375" charge=+1 homo_energy_ev="-12.70 / -12.70"
H 0.237 -2.563 1.767 0.240
H -1.296 1.232 2.468 0.274
C -1.009 -0.905 2.065 -0.177
N -1.171 -0.352 -1.263 -1.075
H -2.232 0.670 1.122 0.260
C 0.711 0.281 0.189 0.533
C -1.329 0.498 1.719 -0.519
H -2.082 -0.528 -0.827 0.395
N 2.366 -0.074 -1.519 -0.668
H 1.267 1.647 -1.219 0.406
C -0.333 1.163 0.759 0.264
H -1.538 -1.401 2.883 0.248
H -0.753 -1.195 -1.610 0.384
N -0.495 2.401 0.553 -0.559
H 2.368 0.285 -2.501 0.403
N 0.909 -0.963 0.647 -0.548
H 1.796 -1.261 0.082 0.456
C 0.153 -1.532 1.613 -0.040
H 3.334 -0.059 -1.141 0.388
H 0.335 2.931 0.119 0.347
H -1.250 0.357 -2.066 0.392
N 1.586 0.767 -0.747 -0.404

Arrangement x

22
Properties=species:S:1:pos:R:3:nbo_charge:R:1 method="wB97M-V/def2-TZVPD" smiles="N=C=N[NH2+][C@@H]1CNCCN1" e_lumo_ev=-3.149 charge=+1 homo_energy_ev=-13.11
H -4.444 -1.515 -0.854 0.447
H 1.617 2.251 0.372 0.239
C 1.261 -0.922 -0.936 -0.254
C 0.001 0.647 0.921 0.133
N 1.699 0.510 -0.770 -0.661
H -0.466 1.598 -1.097 0.442
H 1.926 -1.214 1.018 0.202
C -2.823 -0.285 -0.583 0.683
H 2.107 0.620 1.295 0.216
H 0.427 -0.875 -1.578 0.196
N -2.067 0.602 -0.710 -0.397
H 2.085 -1.311 -1.518 0.239
N -0.058 -0.716 1.105 -0.612
H -1.235 2.258 0.264 0.432
N -3.770 -0.975 -0.303 -0.696
H -0.358 1.307 1.784 0.219
H 2.715 0.699 -0.880 0.386
C 1.439 1.094 0.551 -0.278
C 1.018 -1.525 0.390 -0.222
N -0.982 1.356 -0.293 -0.386
H 0.857 -2.548 0.325 0.245
H -0.950 -1.055 1.498 0.426

Least stable of them? arrangement x.

Arrangement w

16
Properties=species:S:1:pos:R:3:nbo_charge:R:1 method="wB97M-V/def2-TZVPD" e_lumo_ev="-7.804 / -12.373" multiplicity=2 charge=+2 homo_energy_ev="-15.56 / -15.56"
H -2.272 1.079 -0.688 0.250
Li 0.300 1.477 0.581 0.951
C 0.939 -2.335 -0.340 -0.606
H -1.782 -1.196 0.074 0.296
Hg 4.052 0.739 -0.077 0.923
H -1.800 2.089 2.201 0.218
C -2.009 2.109 1.127 -0.505
H 0.973 -2.547 -1.427 0.327
C -1.705 -0.781 2.078 0.781
H -2.250 3.074 0.680 0.254
C -1.766 -0.384 0.804 -0.678
C -2.045 0.990 0.377 -0.232
C 1.355 -1.134 -0.079 0.719
O 1.620 0.000 0.152 -0.682
H 0.912 -3.085 0.450 0.328
O -1.641 -1.130 3.174 -0.345

Arrangement x

16
Properties=species:S:1:pos:R:3:nbo_charge:R:1 method="wB97M-V/def2-TZVPD" e_lumo_ev="-7.945 / -10.594" multiplicity=2 charge=+2 homo_energy_ev="-17.08 / -17.43"
C -0.542 1.631 -0.355 0.964
C -0.352 0.257 1.594 -0.280
O -0.171 2.617 -0.753 -0.241
H -0.624 -1.684 -2.670 0.255
C -0.599 -0.761 -2.089 -0.351
H 1.055 -0.213 2.734 0.228
Hg 3.388 1.111 0.441 0.869
Li 1.720 -1.986 -0.250 0.981
H -1.274 -1.705 -0.323 0.252
C -1.086 0.404 0.132 -0.499
O 1.743 -0.319 0.595 -0.952
H -0.835 0.760 2.428 0.276
C -0.990 -0.770 -0.812 -0.225
H -2.146 0.632 0.342 0.353
H -0.231 0.135 -2.597 0.217
C 0.943 -0.109 1.582 0.154

Least stable of them? arrangement w.